Formula: C24H28N8O4
Source: the OMol25 dataset
Level of theory: the ωB97M-V functional and the def2-TZVPD basis

Each line ends with the natural charge from an NBO analysis.
Element x y z (Å)
H1 26.0704 6.9322 -17.6075  0.223
C1 19.1591 -0.1207 -18.3466  0.246
H2 21.8476 3.3694 -14.5429  0.294
C2 24.6125 5.4206 -17.1547  -0.293
H3 25.9279 1.9441 -15.5015  0.243
O1 23.0019 -3.5837 -12.7607  -0.350
H4 23.5314 -0.6639 -15.4494  0.223
H5 23.5443 5.7620 -20.7627  0.222
C3 22.5862 -1.1853 -15.4833  -0.110
C4 23.1925 4.6878 -18.9414  -0.256
H6 19.4872 -1.0128 -17.0907  0.243
C5 19.9307 -2.1233 -15.3856  -0.194
N1 21.3402 0.9243 -13.8340  -0.440
N2 23.8040 0.9036 -15.7556  -0.540
H7 26.9479 2.0164 -16.9920  0.260
C6 22.2024 -2.1280 -14.5165  0.008
H8 25.1393 0.3406 -12.8651  0.263
H9 18.9655 -2.6004 -15.3005  0.249
H10 23.3069 1.5704 -16.3376  0.411
N3 18.1399 -0.6462 -18.6307  -0.294
C7 18.3900 -0.2677 -14.0289  0.325
H11 19.9964 -0.2383 -12.4102  0.257
C8 21.6338 -0.8330 -16.4298  -0.265
H12 24.8449 5.3919 -16.1004  0.235
H13 21.8848 -0.0213 -17.0964  0.197
C9 25.4391 0.0770 -13.8794  -0.718
H14 21.1547 3.8244 -16.1020  0.211
N4 17.7124 -0.7512 -14.8228  -0.382
C10 24.9531 6.3029 -19.3595  -0.211
C11 22.2592 1.7616 -16.1057  -0.817
O2 24.2964 -2.0802 -13.5010  -0.456
C12 19.3122 0.3586 -13.0133  -0.708
H15 25.3996 7.0525 -19.9960  0.223
H16 21.6675 1.2748 -16.8810  0.271
C13 20.8484 -2.5571 -14.4797  -0.179
N5 22.8826 3.6022 -16.7309  0.232
H17 18.7133 0.8326 -12.2356  0.246
C14 21.7726 1.3379 -14.8338  0.351
H18 22.2365 4.3198 -19.2837  0.239
N6 19.0004 4.7455 -14.0698  -0.334
C15 20.4310 0.5267 -17.9995  -0.743
C16 24.9135 1.7551 -17.3107  0.356
N7 23.1867 -2.6278 -13.5175  0.533
H19 25.5824 -0.9938 -14.0242  0.319
H20 20.5061 -3.2978 -13.7721  0.238
H21 19.7970 1.2255 -13.4622  0.285
H22 25.9594 3.4137 -16.3663  0.270
C17 24.5539 0.5580 -14.9264  0.462
N8 24.0432 1.3056 -17.9225  -0.377
C18 26.0215 2.3356 -16.5144  -0.707
C19 20.2889 -1.2841 -16.4198  -0.167
C20 21.3361 4.1661 -15.0830  -0.737
C21 23.9088 5.5477 -19.7689  -0.191
C22 25.2932 6.2876 -17.9908  -0.173
H23 22.0472 4.9917 -15.0531  0.262
O3 23.2652 3.4871 -15.5338  -0.477
H24 22.0335 2.8280 -16.1096  0.494
O4 22.0375 2.9310 -17.2280  -0.275
C23 23.5877 4.6151 -17.6145  0.205
C24 19.9940 4.4206 -14.4865  0.284
H25 20.3675 0.8976 -16.9765  0.244
H26 20.6142 1.4402 -18.5653  0.256
H27 21.2727 -0.1635 -17.9432  0.273
H28 26.3831 0.5629 -14.1260  0.240

Computed properties:
lowest unoccupied orbital energy = -1.68 eV
total charge = 0
electronic energy = -1668.954628 a.u.
HOMO level = -7.26 eV
ΔE to the lowest compared entry with this formula, charge and spin = 716.81 kcal/mol